# C40H84BCl34N5O3P

18 unconnected molecules or ions with the total composition C40H84BCl34N5O3P (wB97M-V/def2-TZVPD, OMol25).

Summary:
total charge	+1
HOMO level	-11.24	eV
total energy	-18086.66642	a.u.

Geometry as XYZ:
```
168
C40H84BCl34N5O3P wB97M-V/def2-TZVPD
C 1.21 -4.00 -0.54
O 1.04 -2.64 -0.95
C 1.51 -1.79 0.06
N 1.50 -0.45 -0.47
N 2.56 -0.08 -1.22
C 2.49 1.17 -1.62
N 1.31 1.64 -1.15
C 0.73 0.66 -0.45
N -0.45 0.81 0.16
P -1.10 2.42 -0.07
O -1.47 2.65 -1.47
B -1.29 -0.17 0.96
O -1.14 -0.14 2.31
N -2.19 -1.04 0.25
C -3.58 -0.54 0.24
C -2.11 -2.44 0.71
H 2.22 -4.37 -0.77
H 0.99 -4.16 0.52
H 0.51 -4.60 -1.13
H 2.57 -2.06 0.22
H 1.01 -1.92 1.03
H 3.29 -0.75 -1.42
H 3.22 1.72 -2.22
H -0.16 3.37 0.37
H -2.29 2.53 0.68
H -2.00 -0.09 2.75
H -4.14 -1.04 -0.55
H -4.08 -0.59 1.22
H -3.56 0.53 -0.05
H -3.10 -2.91 0.69
H -1.67 -2.52 1.71
H -1.42 -2.97 0.04
Cl 0.89 -5.87 2.14
C 0.38 -7.54 1.76
C -0.70 -7.58 0.71
Cl -2.24 -6.91 1.30
H 0.06 -8.01 2.69
H 1.26 -8.07 1.40
H -0.89 -8.62 0.42
H -0.41 -7.03 -0.18
Cl -2.67 -10.04 4.44
C -2.85 -10.24 2.68
C -2.13 -11.46 2.16
Cl -0.36 -11.30 2.27
H -2.47 -9.34 2.20
H -3.91 -10.32 2.47
H -2.37 -11.61 1.11
H -2.43 -12.36 2.70
Cl -0.73 -0.74 -3.26
C -1.25 0.81 -3.97
C -2.39 0.65 -4.95
Cl -1.87 -0.20 -6.43
H -0.39 1.27 -4.44
H -1.57 1.45 -3.15
H -2.74 1.63 -5.26
H -3.22 0.11 -4.52
Cl 3.10 -0.66 -6.99
C 1.59 -1.61 -6.96
C 1.82 -3.04 -6.56
Cl 2.73 -3.95 -7.78
H 1.14 -1.54 -7.95
H 0.93 -1.12 -6.25
H 0.86 -3.54 -6.43
H 2.36 -3.10 -5.62
Cl -5.47 -0.86 -2.96
C -6.61 0.51 -2.87
C -6.30 1.55 -3.91
Cl -4.77 2.41 -3.56
H -6.58 0.92 -1.87
H -7.61 0.10 -3.04
H -7.09 2.31 -3.93
H -6.23 1.12 -4.91
Cl -6.07 -5.70 -5.39
C -6.15 -4.15 -6.26
C -6.80 -3.07 -5.43
Cl -8.54 -3.37 -5.18
H -6.69 -4.32 -7.19
H -5.13 -3.87 -6.50
H -6.72 -2.12 -5.95
H -6.33 -2.98 -4.46
Cl 6.04 4.15 1.24
C 5.12 5.06 0.02
C 3.63 4.90 0.23
Cl 3.07 3.23 -0.10
H 5.43 4.71 -0.96
H 5.40 6.10 0.12
H 3.09 5.56 -0.44
H 3.36 5.14 1.26
Cl 4.05 3.11 -3.62
C 2.60 4.02 -4.14
C 2.68 4.44 -5.58
Cl 3.93 5.68 -5.85
H 2.49 4.88 -3.48
H 1.74 3.37 -3.99
H 1.73 4.88 -5.89
H 2.89 3.60 -6.23
Cl -5.23 -0.34 3.42
C -5.21 -2.11 3.31
C -6.22 -2.60 2.30
Cl -7.90 -2.30 2.83
H -5.40 -2.52 4.30
H -4.21 -2.42 3.00
H -6.12 -3.67 2.15
H -6.09 -2.10 1.34
Cl -1.54 0.77 5.50
C 0.22 0.95 5.73
C 0.63 2.30 5.20
Cl 0.43 2.37 3.43
H 0.73 0.14 5.22
H 0.44 0.88 6.79
H 1.68 2.51 5.43
H 0.02 3.09 5.64
Cl 3.93 0.41 5.19
C 4.35 1.85 4.23
C 5.44 2.68 4.87
Cl 4.88 3.47 6.36
H 3.45 2.43 4.07
H 4.70 1.49 3.26
H 5.74 3.46 4.18
H 6.31 2.08 5.11
Cl -7.52 1.34 0.39
C -9.29 1.24 0.15
C -9.82 -0.15 0.39
Cl -9.27 -1.29 -0.86
H -9.51 1.59 -0.86
H -9.74 1.94 0.86
H -10.90 -0.14 0.36
H -9.51 -0.53 1.36
Cl -4.01 2.61 3.45
C -5.57 3.45 3.19
C -5.94 4.31 4.37
Cl -6.35 3.34 5.81
H -6.33 2.70 2.99
H -5.45 4.07 2.31
H -6.82 4.90 4.13
H -5.14 4.99 4.64
Cl 10.25 5.61 -1.74
C 10.07 6.69 -0.33
C 8.70 6.58 0.29
Cl 7.43 7.25 -0.77
H 10.29 7.70 -0.66
H 10.83 6.39 0.39
H 8.68 7.15 1.21
H 8.45 5.55 0.52
Cl 2.89 2.18 10.83
C 3.31 3.62 9.87
C 4.39 4.45 10.52
Cl 3.84 5.23 12.02
H 2.40 4.20 9.73
H 3.64 3.27 8.90
H 4.70 5.24 9.84
H 5.26 3.84 10.75
Cl 5.65 -7.75 -8.88
C 5.00 -6.29 -9.66
C 4.45 -6.58 -11.04
Cl 5.73 -6.99 -12.20
H 5.78 -5.54 -9.69
H 4.20 -5.92 -9.02
H 3.94 -5.69 -11.42
H 3.74 -7.40 -11.02
Cl 7.95 4.57 4.36
C 7.91 6.23 5.00
C 6.70 6.99 4.54
Cl 6.73 7.34 2.79
H 8.84 6.73 4.71
H 7.91 6.15 6.09
H 6.64 7.95 5.05
H 5.78 6.44 4.75
```

=====

# C3H7NOSn

A molecular structure, C3H7NOSn (wB97M-V/def2-TZVPD, OMol25).

Summary:
total charge	+3
HOMO level (spin up / spin down)	-24.00 / -23.91	eV
multiplicity	2
total energy	-461.40998	a.u.
energy above the lowest of the compared OMol25 structures with the same formula, charge and spin	10.5	kcal per mole

Geometry as XYZ:
```
13
C3H7NOSn wB97M-V/def2-TZVPD
Sn 26.71 23.22 -8.44
C 29.67 27.09 -9.22
C 28.90 26.69 -7.97
O 28.46 25.55 -7.89
N 28.65 27.61 -7.01
C 27.60 27.29 -5.99
H 30.03 28.12 -9.33
H 29.07 27.00 -10.12
H 30.64 26.59 -9.13
H 29.14 28.49 -6.95
H 26.73 26.85 -6.47
H 27.17 28.17 -5.53
H 27.88 26.44 -5.36
```

=====

# C28H27N3O7P4Se2V

A molecular structure, C28H27N3O7P4Se2V (wB97M-V/def2-TZVPD, OMol25).

Summary:
total charge	+2
HOMO level (spin up / spin down)	-12.45 / -12.45	eV
multiplicity	2
total energy	-8886.12567	a.u.

Geometry as XYZ:
```
72
C28H27N3O7P4Se2V wB97M-V/def2-TZVPD
V 2.76 0.97 1.61
Se -3.27 0.76 0.67
P -2.35 -1.03 0.07
C -2.20 -1.28 -1.70
C -2.59 -0.28 -2.59
C -2.54 -0.52 -3.96
C -2.11 -1.76 -4.44
C -1.73 -2.76 -3.55
C -1.77 -2.52 -2.18
C -3.14 -2.54 0.67
C -2.60 -3.50 1.53
C -3.38 -4.59 1.91
C -4.68 -4.72 1.44
C -5.21 -3.76 0.58
C -4.44 -2.68 0.20
C -0.60 -0.91 0.61
C 0.36 -0.04 0.19
N 1.40 -0.21 1.06
N 1.09 -1.13 1.99
N -0.11 -1.55 1.74
P 0.53 1.29 -0.99
Se 2.51 2.20 -0.36
C 0.69 0.70 -2.63
C 0.80 -0.67 -2.87
C 0.95 -1.11 -4.17
C 1.01 -0.19 -5.21
C 0.92 1.18 -4.97
C 0.77 1.64 -3.68
C -0.73 2.50 -0.79
C -1.65 2.74 -1.81
C -2.67 3.66 -1.60
C -2.76 4.33 -0.39
C -1.83 4.10 0.62
C -0.82 3.18 0.42
H -2.96 0.66 -2.20
H -2.85 0.24 -4.66
H -2.09 -1.95 -5.50
H -1.42 -3.73 -3.92
H -1.50 -3.31 -1.49
H -1.60 -3.41 1.91
H -2.97 -5.34 2.57
H -5.28 -5.56 1.75
H -6.22 -3.86 0.22
H -4.87 -1.93 -0.46
H 0.76 -1.38 -2.05
H 1.03 -2.17 -4.38
H 1.13 -0.54 -6.23
H 0.98 1.89 -5.79
H 0.72 2.70 -3.48
H -1.60 2.19 -2.75
H -3.40 3.84 -2.38
H -3.55 5.05 -0.24
H -1.91 4.63 1.56
H -0.11 3.00 1.22
C 5.10 2.59 3.48
C 4.59 1.22 3.95
O 5.11 0.93 5.22
P 2.75 1.29 4.28
O 2.41 2.30 5.39
O 2.26 -0.09 4.76
O 2.00 1.79 2.99
P 4.93 -0.17 2.76
O 6.47 -0.22 2.62
O 4.21 -1.36 3.26
O 4.34 0.33 1.34
H 4.89 3.34 4.24
H 4.64 2.92 2.54
H 6.17 2.53 3.33
H 5.17 -0.02 5.39
H 2.55 2.04 6.32
H 2.61 -0.88 4.29
H 6.89 -1.10 2.71
```

=====

# C16H21N6O3ReS

A molecular structure, C16H21N6O3ReS (wB97M-V/def2-TZVPD, OMol25).

Summary:
total charge	+3
HOMO level (spin up / spin down)	-19.25 / -19.25	eV
multiplicity	2
total energy	-1652.07017	a.u.
energy above the lowest of the compared OMol25 structures with the same formula, charge and spin	0.0	kcal per mole

Geometry as XYZ:
```
48
C16H21N6O3ReS wB97M-V/def2-TZVPD
Re 0.30 0.10 0.47
C 0.69 -1.16 -3.69
C 0.83 -0.85 -2.25
N -0.09 -0.31 -1.50
N -1.28 0.16 -2.08
C -1.83 1.21 -1.45
N -2.94 1.75 -1.84
S -0.95 1.88 -0.05
C 2.09 -1.10 -1.51
C 3.18 -1.73 -2.05
C 4.35 -1.83 -1.27
C 4.38 -1.28 0.00
C 3.24 -0.65 0.48
N 2.11 -0.58 -0.25
H -0.14 -0.66 -4.16
H 0.57 -2.25 -3.81
H 1.61 -0.88 -4.22
H -1.81 -0.47 -2.66
H -3.46 1.45 -2.66
H -3.33 2.54 -1.33
H 3.16 -2.13 -3.05
H 5.22 -2.33 -1.67
H 5.26 -1.33 0.61
H 3.20 -0.22 1.47
C -4.08 0.01 3.08
C -4.21 -1.47 2.75
C -2.85 -2.18 2.50
C -3.06 -3.68 2.19
C -1.77 -4.44 1.93
C -2.05 -2.08 3.80
O -2.39 -2.56 4.83
N -0.79 -1.32 3.81
C -0.29 -0.82 2.71
O 0.76 -0.11 2.54
N -0.90 -1.01 1.49
C -2.21 -1.54 1.29
O -2.69 -1.43 0.20
H -5.06 0.46 3.20
H -3.56 0.56 2.29
H -3.54 0.17 4.02
H -4.82 -1.62 1.85
H -4.69 -2.01 3.56
H -3.73 -3.74 1.33
H -3.58 -4.11 3.05
H -1.22 -4.04 1.06
H -1.98 -5.49 1.71
H -1.10 -4.43 2.80
H -0.33 -1.19 4.71
```

=====

# C4H7N3S

C4H7N3S in the gas phase (wB97M-V/def2-TZVPD, OMol25).

Summary:
SMILES string	CC1=CSC(N)=NN1
HOMO level	-6.57	eV
total energy	-718.98494	a.u.
energy above the lowest of the compared OMol25 structures with the same formula, charge and spin	73.8	kcal per mole

Geometry as XYZ:
```
15
C4H7N3S wB97M-V/def2-TZVPD
C 1.94 -1.53 0.46
C 0.71 -0.74 0.15
C -0.41 -1.16 0.81
S -1.93 -0.24 0.55
C -1.46 1.20 -0.42
N -2.33 2.28 -0.49
N -0.24 1.23 -1.07
N 0.75 0.40 -0.72
H 2.47 -1.12 1.25
H 2.56 -1.43 -0.43
H 1.79 -2.61 0.64
H -0.36 -1.82 1.67
H -3.29 2.12 -0.32
H -1.86 3.05 -0.91
H 1.66 0.39 -1.18
```